Computed, not measured: 12 unconnected molecules or ions with the total composition C44H120N8O12 in a non-equilibrium geometry, with ωB97M-V/def2-TZVPD.

## Properties
Relative energy (zero: lowest compared OMol25 entry of this formula, charge and spin): 71.5 kcal per mole
LUMO: 0.49 eV
Total charge: 0
HOMO-LUMO gap: 9.420 eV
M: 953.488 g mol⁻¹
SMILES: COC[C@H](C)N.COC[C@H](C)N.COC[C@H](C)N.COC[C@H](C)N.COC[C@H](C)N.COC[C@H](C)N.COC[C@H](C)N.COC[C@H](C)N.CC(C)O.CC(C)O.CC(C)O.CC(C)O
Total energy: -84058.866 eV

Last columns: bonded neighbours and bond lengths (Å).
Cartesian coordinates (Å):
1 C 7.29 12.09 -4.50  O2 1.412, H7 1.094, H8 1.088, H9 1.095
2 O 6.54 13.17 -5.00  C1 1.412, C3 1.396
3 C 6.08 14.05 -4.01  O2 1.396, C4 1.539, H10 1.099, H11 1.093
4 C 5.70 15.43 -4.57  C3 1.539, C5 1.511, N6 1.474, H12 1.099
5 C 6.87 16.15 -5.21  C4 1.511, H13 1.091, H14 1.095, H15 1.096
6 N 5.19 16.27 -3.47  C4 1.474, H16 1.015, H17 1.014
7 H 8.11 12.47 -3.89  C1 1.094
8 H 7.70 11.44 -5.27  C1 1.088
9 H 6.63 11.46 -3.88  C1 1.095
10 H 5.14 13.74 -3.53  C3 1.099
11 H 6.81 14.18 -3.20  C3 1.093
12 H 4.98 15.41 -5.39  C4 1.099
13 H 7.45 15.54 -5.90  C5 1.091
14 H 7.55 16.59 -4.47  C5 1.095
15 H 6.50 17.00 -5.79  C5 1.096
16 H 4.23 16.00 -3.29  N6 1.015
17 H 5.18 17.21 -3.83  N6 1.014
18 C 9.77 12.53 -7.62  O19 1.419, H24 1.091, H25 1.095, H26 1.092
19 O 10.46 13.74 -7.86  C18 1.419, C20 1.409
20 C 11.64 13.56 -8.61  O19 1.409, C21 1.533, H27 1.098, H28 1.091
21 C 12.18 14.97 -8.90  C20 1.533, C22 1.491, N23 1.466, H29 1.099
22 C 11.42 15.74 -9.92  C21 1.491, H30 1.091, H31 1.090, H32 1.098
23 N 13.61 14.96 -9.20  C21 1.466, H33 1.009, H34 1.018
24 H 10.44 11.67 -7.58  C18 1.091
25 H 8.97 12.31 -8.34  C18 1.095
26 H 9.21 12.72 -6.70  C18 1.092
27 H 12.38 13.15 -7.91  C20 1.098
28 H 11.61 12.94 -9.51  C20 1.091
29 H 12.09 15.52 -7.96  C21 1.099
30 H 10.33 15.72 -9.79  C22 1.091
31 H 11.66 15.50 -10.96  C22 1.090
32 H 11.65 16.81 -9.82  C22 1.098
33 H 14.28 14.58 -8.55  N23 1.009
34 H 13.92 15.93 -9.22  N23 1.018
35 C 14.57 11.79 -6.65  O36 1.388, H41 1.093, H42 1.101, H43 1.099
36 O 15.15 10.81 -7.44  C35 1.388, C37 1.431
37 C 14.47 10.71 -8.69  O36 1.431, C38 1.529, H44 1.096, H45 1.099
38 C 14.97 9.54 -9.54  C37 1.529, C39 1.515, N40 1.486, H46 1.092
39 C 14.26 9.39 -10.86  C38 1.515, H47 1.088, H48 1.100, H49 1.089
40 N 14.74 8.28 -8.77  C38 1.486, H50 1.019, H51 1.019
41 H 15.05 11.78 -5.67  C35 1.093
42 H 13.50 11.60 -6.47  C35 1.101
43 H 14.66 12.81 -7.04  C35 1.099
44 H 13.41 10.60 -8.43  C37 1.096
45 H 14.58 11.65 -9.26  C37 1.099
46 H 16.05 9.64 -9.68  C38 1.092
47 H 14.56 8.50 -11.41  C39 1.088
48 H 14.62 10.17 -11.54  C39 1.100
49 H 13.18 9.55 -10.78  C39 1.089
50 H 13.74 8.08 -8.80  N40 1.019
51 H 14.88 8.51 -7.79  N40 1.019
52 C 16.65 14.94 -7.86  O53 1.395, H58 1.095, H59 1.094, H60 1.098
53 O 17.33 13.96 -7.12  C52 1.395, C54 1.403
54 C 18.72 13.92 -7.26  O53 1.403, C55 1.523, H61 1.103, H62 1.097
55 C 19.25 12.50 -7.08  C54 1.523, C56 1.499, N57 1.490, H63 1.093
56 C 18.54 11.47 -7.90  C55 1.499, H64 1.090, H65 1.092, H66 1.093
57 N 19.05 12.21 -5.63  C55 1.490, H67 1.013, H68 1.013
58 H 17.19 15.89 -7.85  C52 1.095
59 H 15.70 15.08 -7.35  C52 1.094
60 H 16.39 14.66 -8.89  C52 1.098
61 H 19.05 14.29 -8.25  C54 1.103
62 H 19.24 14.64 -6.62  C54 1.097
63 H 20.34 12.59 -7.10  C55 1.093
64 H 17.49 11.45 -7.61  C56 1.090
65 H 18.95 10.49 -7.62  C56 1.092
66 H 18.63 11.63 -8.98  C56 1.093
67 H 19.33 11.26 -5.42  N57 1.013
68 H 18.09 12.31 -5.35  N57 1.013
69 C 14.01 14.16 -12.51  O70 1.424, H75 1.092, H76 1.096, H77 1.089
70 O 14.07 13.79 -13.89  C69 1.424, C71 1.412
71 C 14.04 12.39 -14.11  O70 1.412, C72 1.532, H78 1.098, H79 1.096
72 C 14.63 12.17 -15.51  C71 1.532, C73 1.533, N74 1.467, H80 1.097
73 C 13.73 12.65 -16.65  C72 1.533, H81 1.088, H82 1.091, H83 1.092
74 N 14.86 10.73 -15.73  C72 1.467, H84 1.013, H85 1.016
75 H 14.80 13.67 -11.94  C69 1.092
76 H 13.00 13.89 -12.17  C69 1.096
77 H 14.12 15.24 -12.50  C69 1.089
78 H 14.73 11.94 -13.38  C71 1.098
79 H 13.01 12.03 -14.05  C71 1.096
80 H 15.55 12.76 -15.59  C72 1.097
81 H 13.48 13.70 -16.69  C73 1.088
82 H 12.80 12.08 -16.62  C73 1.091
83 H 14.32 12.45 -17.55  C73 1.092
84 H 15.15 10.57 -16.68  N74 1.013
85 H 15.64 10.45 -15.14  N74 1.016
86 C 12.07 18.31 -6.00  O87 1.411, H92 1.088, H93 1.093, H94 1.098
87 O 12.49 17.10 -5.40  C86 1.411, C88 1.411
88 C 11.42 16.30 -4.96  O87 1.411, C89 1.515, H95 1.094, H96 1.098
89 C 11.95 15.05 -4.30  C88 1.515, C90 1.512, N91 1.495, H97 1.100
90 C 10.90 14.00 -4.00  C89 1.512, H98 1.093, H99 1.090, H100 1.097
91 N 12.62 15.46 -3.03  C89 1.495, H101 1.013, H102 1.019
92 H 12.97 18.86 -6.27  C86 1.088
93 H 11.42 18.93 -5.38  C86 1.093
94 H 11.53 18.04 -6.92  C86 1.098
95 H 10.81 16.80 -4.20  C88 1.094
96 H 10.86 15.98 -5.85  C88 1.098
97 H 12.73 14.55 -4.90  C89 1.100
98 H 10.07 14.37 -3.40  C90 1.093
99 H 11.31 13.10 -3.54  C90 1.090
100 H 10.45 13.68 -4.95  C90 1.097
101 H 13.05 14.65 -2.58  N91 1.013
102 H 13.37 16.06 -3.39  N91 1.019
103 C 7.52 8.03 -7.70  O104 1.420, H109 1.089, H110 1.089, H111 1.096
104 O 8.69 8.44 -8.39  C103 1.420, C105 1.415
105 C 9.40 7.37 -8.98  O104 1.415, C106 1.524, H112 1.102, H113 1.099
106 C 10.77 7.92 -9.36  C105 1.524, C107 1.543, N108 1.492, H114 1.091
107 C 11.63 6.82 -10.02  C106 1.543, H115 1.087, H116 1.085, H117 1.097
108 N 11.51 8.35 -8.14  C106 1.492, H118 1.019, H119 1.026
109 H 7.10 7.07 -7.98  C103 1.089
110 H 6.78 8.83 -7.75  C103 1.089
111 H 7.78 7.98 -6.63  C103 1.096
112 H 9.48 6.56 -8.24  C105 1.102
113 H 8.82 6.94 -9.82  C105 1.099
114 H 10.64 8.78 -10.02  C106 1.091
115 H 12.02 6.10 -9.30  C107 1.087
116 H 12.45 7.22 -10.61  C107 1.085
117 H 10.94 6.35 -10.73  C107 1.097
118 H 11.49 7.59 -7.47  N108 1.019
119 H 10.82 9.01 -7.76  N108 1.026
120 C 1.96 11.89 -10.23  O121 1.420, H126 1.098, H127 1.094, H128 1.083
121 O 2.65 12.21 -9.02  C120 1.420, C122 1.411
122 C 4.04 12.14 -9.22  O121 1.411, C123 1.518, H129 1.097, H130 1.097
123 C 4.73 12.82 -8.05  C122 1.518, C124 1.498, N125 1.475, H131 1.103
124 C 6.22 12.85 -8.10  C123 1.498, H132 1.092, H133 1.099, H134 1.089
125 N 4.30 12.17 -6.80  C123 1.475, H135 1.018, H136 1.017
126 H 2.04 10.81 -10.36  C120 1.098
127 H 2.46 12.26 -11.13  C120 1.094
128 H 0.92 12.19 -10.19  C120 1.083
129 H 4.40 11.11 -9.31  C122 1.097
130 H 4.35 12.72 -10.10  C122 1.097
131 H 4.30 13.84 -8.04  C123 1.103
132 H 6.61 13.66 -7.48  C124 1.092
133 H 6.61 13.18 -9.07  C124 1.099
134 H 6.73 11.91 -7.87  C124 1.089
135 H 3.30 12.34 -6.77  N125 1.018
136 H 4.72 12.68 -6.02  N125 1.017
137 C 14.61 18.60 -11.43  C138 1.541, H141 1.090, H142 1.093, H143 1.084
138 C 14.73 18.56 -12.96  C137 1.541, C139 1.560, O140 1.412, H144 1.097
139 C 14.04 19.78 -13.65  C138 1.560, H145 1.090, H146 1.088, H147 1.096
140 O 16.07 18.59 -13.40  C138 1.412, H148 0.958
141 H 14.66 19.66 -11.17  C137 1.090
142 H 15.53 18.16 -11.04  C137 1.093
143 H 13.77 18.00 -11.08  C137 1.084
144 H 14.27 17.61 -13.24  C138 1.097
145 H 12.97 19.96 -13.59  C139 1.090
146 H 14.38 19.93 -14.68  C139 1.088
147 H 14.50 20.57 -13.05  C139 1.096
148 H 16.15 18.50 -14.35  O140 0.958
149 C 7.22 16.17 -9.99  C150 1.505, H153 1.094, H154 1.092, H155 1.096
150 C 5.85 16.35 -9.40  C149 1.505, C151 1.551, O152 1.433, H156 1.096
151 C 5.57 17.82 -8.98  C150 1.551, H157 1.089, H158 1.087, H159 1.096
152 O 4.83 16.01 -10.35  C150 1.433, H160 0.963
153 H 8.06 15.97 -9.32  C149 1.094
154 H 7.54 17.00 -10.63  C149 1.092
155 H 7.27 15.26 -10.59  C149 1.096
156 H 5.79 15.70 -8.52  C150 1.096
157 H 4.68 17.85 -8.36  C151 1.089
158 H 5.56 18.48 -9.84  C151 1.087
159 H 6.43 18.14 -8.38  C151 1.096
160 H 4.03 15.92 -9.83  O152 0.963
161 C 12.05 16.98 -15.65  C162 1.516, H165 1.096, H166 1.094, H167 1.085
162 C 10.79 16.81 -14.82  C161 1.516, C163 1.514, O164 1.437, H168 1.097
163 C 11.07 16.62 -13.35  C162 1.514, H169 1.096, H170 1.093, H171 1.090
164 O 9.87 17.91 -14.88  C162 1.437, H172 0.963
165 H 12.78 17.61 -15.13  C161 1.096
166 H 11.87 17.61 -16.52  C161 1.094
167 H 12.48 16.00 -15.82  C161 1.085
168 H 10.23 15.95 -15.19  C162 1.097
169 H 11.39 15.60 -13.12  C163 1.096
170 H 10.14 16.66 -12.77  C163 1.093
171 H 11.81 17.30 -12.91  C163 1.090
172 H 9.80 18.22 -15.79  O164 0.963
173 C 9.89 11.78 -11.60  C174 1.521, H177 1.092, H178 1.094, H179 1.095
174 C 8.80 10.75 -11.85  C173 1.521, C175 1.537, O176 1.431, H180 1.100
175 C 7.78 10.54 -10.72  C174 1.537, H181 1.086, H182 1.084, H183 1.096
176 O 8.03 11.09 -13.01  C174 1.431, H184 0.963
177 H 10.70 11.89 -12.32  C173 1.092
178 H 10.41 11.56 -10.66  C173 1.094
179 H 9.39 12.74 -11.46  C173 1.095
180 H 9.28 9.78 -12.07  C174 1.100
181 H 8.21 10.63 -9.72  C175 1.086
182 H 7.21 9.66 -10.97  C175 1.084
183 H 7.17 11.45 -10.81  C175 1.096
184 H 8.66 11.38 -13.68  O176 0.963